(i)
{
  "formula": "C2H4F3P",
  "method": "ωB97M-V with the def2-TZVPD basis set",
  "orbital_gap_ha": [0.338, 0.298],
  "e_lumo_ev": [0.035, 0.100],
  "multiplicity": 1,
  "elements": ["C", "C", "F", "F", "F", "P", "H", "H", "H", "H"],
  "coordinates": [[-1.746, 0.112, -0.208], [1.044, -0.729, -0.237], [-2.169, -1.057, 0.196], [-1.914, 0.987, 0.788], [0.679, -1.865, 0.189], [1.947, 0.322, 0.824], [-2.285, 0.366, -1.101], [1.127, -0.715, -1.401], [1.175, 1.464, 1.214], [2.142, 1.114, -0.265]]
}

=====

(ii)
{
  "formula": "C2H4F3P",
  "method": "ωB97M-V with the def2-TZVPD basis set",
  "orbital_gap_ha": 0.399,
  "e_lumo_ev": 0.822,
  "multiplicity": 1,
  "smiles": "FC(F)(F)CP",
  "elements": ["C", "C", "F", "F", "F", "P", "H", "H", "H", "H"],
  "coordinates": [[-0.298, -0.439, 0.284], [1.175, -0.085, -0.036], [2.092, -1.068, 0.244], [1.301, 0.235, -1.356], [1.527, 0.980, 0.680], [-1.283, 1.114, -0.023], [-0.282, -0.784, 1.249], [-0.299, -1.356, -0.245], [-2.454, 0.502, 0.633], [-1.480, 0.901, -1.432]]
}

=====

It is (ii) that is most stable; the runner-up trails by 106.2 kcal/mol.